Entry 1:
{"formula": "C32H35As2F5N4NdO8Se", "method": "ωB97M-V with the def2-TZVPD basis set", "symbols": ["Nd", "C", "C", "N", "C", "C", "N", "C", "C", "H", "H", "H", "H", "H", "H", "H", "H", "H", "H", "H", "H", "H", "F", "C", "C", "C", "F", "C", "F", "C", "F", "C", "F", "C", "O", "C", "O", "C", "C", "As", "C", "C", "C", "As", "C", "C", "O", "O", "C", "C", "O", "O", "C", "C", "O", "O", "C", "H", "H", "H", "H", "H", "H", "H", "H", "H", "H", "H", "H", "H", "H", "H", "H", "H", "H", "Se", "N", "C", "C", "C", "C", "C", "C", "N", "H", "H", "H", "H"], "xyz": [[14.143, 13.051, 9.883], [15.750, 15.765, 13.857], [15.408, 15.363, 12.402], [14.428, 14.258, 12.374], [14.914, 13.204, 13.295], [14.838, 13.672, 14.754], [14.699, 15.162, 14.749], [13.347, 15.550, 14.220], [13.128, 14.792, 12.886], [15.758, 16.830, 13.988], [16.712, 15.364, 14.166], [16.306, 15.031, 11.879], [15.009, 16.221, 11.859], [15.937, 12.999, 12.994], [14.304, 12.310, 13.173], [15.740, 13.374, 15.308], [13.964, 13.247, 15.226], [14.789, 15.527, 15.709], [13.288, 16.640, 14.082], [12.600, 15.290, 14.949], [12.730, 15.491, 12.162], [12.420, 13.957, 12.974], [17.218, 12.539, 11.307], [17.539, 13.305, 10.203], [16.498, 13.767, 9.432], [16.866, 14.474, 8.321], [15.875, 14.917, 7.472], [18.184, 14.781, 8.024], [18.471, 15.520, 6.962], [19.217, 14.289, 8.796], [20.474, 14.531, 8.506], [18.886, 13.505, 9.920], [19.818, 13.011, 10.718], [14.762, 12.667, 6.111], [14.142, 12.233, 7.365], [13.985, 10.893, 7.495], [14.684, 10.112, 6.931], [12.888, 10.496, 8.390], [13.097, 9.616, 9.364], [11.746, 8.385, 10.114], [12.158, 8.558, 12.050], [10.318, 9.761, 9.760], [10.545, 11.081, 10.044], [11.391, 11.772, 8.447], [10.358, 11.641, 6.779], [11.235, 11.529, 11.244], [12.303, 12.196, 11.248], [10.650, 11.314, 12.383], [9.388, 10.606, 12.555], [9.112, 9.407, 8.911], [8.458, 10.292, 8.417], [8.857, 8.134, 8.914], [7.564, 7.759, 8.316], [14.493, 9.616, 9.842], [14.944, 10.709, 10.239], [15.175, 8.542, 10.030], [14.841, 7.315, 9.319], [14.537, 13.719, 5.986], [14.410, 12.065, 5.282], [15.845, 12.540, 6.200], [13.107, 8.035, 12.237], [11.386, 8.022, 12.618], [12.262, 9.576, 12.405], [10.177, 10.578, 6.545], [10.999, 12.158, 6.071], [9.442, 12.184, 7.025], [9.152, 10.802, 13.581], [9.533, 9.542, 12.350], [8.641, 11.066, 11.900], [7.327, 6.755, 8.645], [7.711, 7.775, 7.221], [6.788, 8.471, 8.576], [15.793, 6.815, 9.160], [14.345, 7.546, 8.375], [14.213, 6.685, 9.949], [11.039, 15.090, 8.915], [12.850, 15.116, 9.220], [13.236, 16.366, 9.087], [14.562, 16.848, 9.274], [14.797, 18.171, 9.064], [13.764, 19.119, 8.669], [12.480, 18.720, 8.545], [12.171, 17.329, 8.739], [10.963, 16.843, 8.647], [15.346, 16.175, 9.530], [15.772, 18.619, 9.145], [14.091, 20.129, 8.524], [11.670, 19.355, 8.225]], "forces_ev_per_a": [[0.27, -0.34, 0.01], [0.16, -0.66, -0.24], [0.25, 0.10, -0.01], [-0.62, 0.27, 0.07], [0.09, 0.16, -0.29], [0.35, -0.36, -0.06], [-0.11, 0.53, 0.21], [-0.22, 0.04, -0.46], [0.24, -0.26, 0.04], [-0.07, 0.47, 0.15], [0.04, -0.01, 0.10], [0.02, 0.11, 0.09], [-0.11, -0.11, 0.00], [0.02, -0.24, 0.10], [0.04, -0.08, -0.03], [-0.36, 0.29, -0.08], [-0.19, 0.08, 0.38], [0.10, -0.16, -0.39], [0.38, -0.35, 0.11], [-0.21, -0.20, 0.36], [-0.10, 0.07, -0.24], [0.26, 0.24, 0.12], [0.21, 0.35, -0.26], [0.38, -0.33, 0.04], [-0.70, -0.33, 0.29], [0.00, 0.24, -0.11], [0.54, 0.00, 0.35], [-0.20, 0.29, -0.85], [0.06, 0.11, -0.18], [-0.33, -0.77, 1.15], [-0.01, 0.08, -0.08], [-0.39, 0.33, -0.08], [0.15, 0.03, -0.13], [1.07, 0.15, -0.02], [-0.68, 0.64, 0.00], [0.77, -0.32, -0.15], [0.05, -0.32, -0.20], [-1.27, 0.73, -0.30], [0.17, -0.25, -0.01], [-0.39, 0.27, 0.51], [0.13, -0.41, 0.02], [0.34, -0.11, 0.69], [0.03, -0.67, 0.13], [-0.30, 0.32, -1.03], [0.21, -0.49, 1.09], [0.30, 0.02, -0.45], [-0.52, -0.24, 0.07], [0.47, 0.28, 0.54], [0.11, 0.27, -0.70], [0.33, 1.15, -0.34], [-0.17, -0.29, -0.06], [-0.54, -0.66, 0.15], [0.35, 0.03, -1.00], [0.43, -0.02, 1.10], [-0.14, -0.16, -0.35], [0.33, -0.07, -0.14], [-0.02, -0.21, 0.04], [-0.19, -0.10, 0.07], [-0.25, -0.12, 0.05], [-0.25, 0.01, -0.04], [-0.23, 0.06, -0.20], [0.18, 0.19, -0.22], [-0.07, 0.03, -0.01], [0.01, 0.76, -0.11], [-0.18, -0.02, -0.34], [0.07, -0.17, -0.46], [-0.22, -0.18, 0.45], [-0.18, 0.27, 0.13], [0.06, -0.27, 0.08], [0.18, 0.01, 0.16], [-0.17, -0.06, 0.52], [0.13, 0.04, 0.19], [-0.09, 0.08, -0.10], [0.14, -0.01, 0.04], [0.03, 0.09, 0.02], [0.10, 0.28, 0.03], [-0.59, -0.37, -0.01], [-0.18, 0.86, -0.11], [-0.22, 0.88, -0.21], [-0.66, 0.36, -0.27], [0.07, -0.97, 0.46], [0.19, -0.13, -0.32], [0.60, -0.12, 0.33], [0.05, -0.57, -0.03], [0.49, -0.36, 0.12], [0.39, -0.32, 0.16], [-0.17, 0.40, -0.17], [-0.05, 0.27, 0.08]], "lowdin_charge": [1.906, -0.028, -0.126, -0.214, -0.133, -0.041, -0.064, -0.040, -0.121, 0.141, 0.148, 0.115, 0.119, 0.116, 0.125, 0.159, 0.141, 0.211, 0.153, 0.139, 0.115, 0.121, 0.015, -0.251, -0.182, -0.262, 0.024, -0.145, 0.149, -0.119, 0.183, -0.129, 0.151, 0.029, -0.216, -0.571, 0.211, -0.330, -0.336, 1.416, -0.246, -0.270, -0.318, 1.297, -0.198, -0.548, -0.167, -0.002, 0.040, -0.572, 0.104, -0.030, 0.042, -0.508, -0.047, 0.051, 0.018, 0.098, 0.115, 0.114, 0.046, 0.047, 0.018, 0.060, 0.040, 0.046, 0.107, 0.093, 0.119, 0.105, 0.117, 0.103, 0.119, 0.103, 0.088, 1.116, -0.375, -0.366, -0.050, 0.000, -0.016, 0.017, -0.351, -0.177, 0.069, 0.122, 0.120, 0.132], "lumo_ev": [-9.425, -9.418], "multiplicity": 4, "total_charge": 3}

=====

Entry 2:
{"formula": "C32H35AsMnN3O3PSSe2Te", "method": "ωB97M-V with the def2-TZVPD basis set", "symbols": ["Mn", "S", "C", "C", "C", "C", "C", "C", "As", "C", "C", "C", "C", "C", "C", "C", "C", "C", "C", "C", "C", "H", "H", "H", "H", "H", "H", "H", "H", "H", "H", "H", "H", "H", "H", "Se", "Se", "C", "C", "C", "C", "C", "N", "C", "C", "C", "C", "C", "N", "H", "H", "H", "H", "H", "H", "H", "H", "C", "C", "O", "P", "O", "Te", "O", "C", "C", "H", "H", "H", "H", "H", "H", "H", "H", "H", "H", "N", "H", "H", "H"], "xyz": [[1.384, 1.528, -0.742], [0.565, 3.451, 0.003], [-0.942, 3.280, 0.885], [-1.524, 4.436, 1.400], [-2.713, 4.360, 2.095], [-3.322, 3.131, 2.296], [-2.741, 1.979, 1.790], [-1.559, 2.037, 1.064], [-0.680, 0.496, 0.231], [-1.544, 0.585, -1.523], [-2.077, 1.750, -2.059], [-2.671, 1.734, -3.310], [-2.731, 0.558, -4.038], [-2.174, -0.605, -3.527], [-1.577, -0.589, -2.279], [-1.895, -0.814, 1.031], [-1.553, -1.348, 2.265], [-2.456, -2.127, 2.968], [-3.717, -2.366, 2.447], [-4.065, -1.838, 1.217], [-3.159, -1.066, 0.510], [-1.026, 5.380, 1.245], [-3.169, 5.258, 2.484], [-4.251, 3.063, 2.844], [-3.220, 1.021, 1.957], [-2.037, 2.672, -1.492], [-3.088, 2.644, -3.715], [-3.215, 0.547, -5.004], [-2.203, -1.519, -4.103], [-1.156, -1.498, -1.854], [-0.560, -1.147, 2.655], [-2.184, -2.546, 3.928], [-4.433, -2.961, 2.996], [-5.048, -2.021, 0.807], [-3.443, -0.648, -0.449], [3.323, 4.001, -1.564], [4.848, 1.533, -1.063], [4.204, 1.446, 0.702], [5.119, 1.427, 1.759], [4.657, 1.312, 3.049], [3.282, 1.228, 3.258], [2.444, 1.278, 2.164], [2.879, 1.380, 0.907], [2.281, 3.361, -2.983], [2.343, 3.994, -4.231], [1.598, 3.505, -5.276], [0.833, 2.359, -5.064], [0.824, 1.790, -3.811], [1.502, 2.283, -2.769], [6.172, 1.518, 1.537], [5.342, 1.297, 3.883], [2.879, 1.139, 4.253], [1.364, 1.230, 2.297], [2.985, 4.854, -4.335], [1.619, 3.979, -6.246], [0.254, 1.915, -5.856], [0.245, 0.894, -3.633], [-2.291, -4.604, -0.088], [-0.799, -4.460, -0.318], [-0.369, -3.211, 0.184], [1.222, -3.016, 0.481], [1.340, -1.605, 0.936], [2.473, -3.777, -1.389], [1.541, -4.079, 1.661], [1.530, -3.687, 3.023], [2.922, -3.287, 3.486], [-2.641, -5.532, -0.535], [-2.811, -3.761, -0.536], [-2.507, -4.606, 0.978], [-0.573, -4.508, -1.391], [-0.242, -5.260, 0.181], [1.172, -4.560, 3.579], [0.831, -2.856, 3.162], [3.644, -4.050, 3.201], [2.934, -3.176, 4.567], [3.207, -2.345, 3.025], [2.048, -0.280, -1.506], [1.985, -0.871, -0.664], [3.033, -0.244, -1.788], [1.537, -0.768, -2.247]], "forces_ev_per_a": [[1.23, -0.23, 0.41], [-0.10, 0.91, 0.08], [0.16, -0.32, -0.14], [-0.09, -0.09, 0.04], [-0.05, 0.01, 0.03], [-0.11, -0.09, 0.05], [-0.13, -0.23, 0.03], [0.20, 0.25, 0.00], [-1.07, 0.57, -0.12], [0.00, -0.09, -0.17], [0.05, 0.09, 0.31], [0.00, 0.03, -0.07], [-0.02, 0.00, -0.13], [0.04, -0.05, -0.13], [0.20, -0.07, 0.30], [0.27, -0.18, 0.12], [0.29, 0.16, -0.01], [-0.01, 0.01, 0.12], [-0.07, -0.03, 0.02], [-0.05, 0.00, 0.03], [0.21, 0.24, -0.30], [0.04, 0.14, -0.02], [-0.03, 0.10, 0.05], [-0.04, 0.01, 0.05], [-0.03, 0.13, 0.03], [-0.02, 0.01, 0.01], [-0.07, 0.09, -0.04], [-0.02, -0.01, -0.11], [-0.02, -0.06, 0.01], [-0.02, -0.03, -0.10], [-0.10, -0.11, 0.05], [0.06, 0.00, 0.04], [-0.01, -0.07, 0.06], [-0.06, -0.01, -0.05], [-0.05, -0.03, 0.08], [1.42, -1.78, 0.77], [-0.98, 2.12, -0.82], [-0.34, -0.07, 0.66], [0.04, 0.10, -0.57], [-0.52, -0.10, 0.25], [0.55, 0.09, -0.02], [-0.52, -0.04, 0.03], [-0.31, -0.47, -0.49], [-0.43, -0.40, -0.73], [0.25, 0.03, 0.70], [-0.46, -0.46, -0.12], [0.31, 0.50, -0.16], [-0.08, -0.29, 0.19], [0.15, 0.24, -0.24], [0.02, 0.00, 0.02], [0.05, -0.02, 0.02], [-0.11, -0.02, 0.05], [0.25, 0.02, -0.10], [0.07, 0.03, -0.09], [0.03, 0.06, -0.05], [-0.09, -0.06, -0.09], [-0.08, -0.02, 0.13], [0.42, 0.16, 0.07], [-0.33, -0.65, -0.38], [0.54, 0.31, 0.31], [-0.08, -1.01, -0.59], [0.26, 0.50, 0.41], [-0.03, 0.06, 0.08], [-0.08, 0.19, -0.54], [0.00, 0.06, 0.45], [-0.25, -0.04, -0.16], [-0.09, -0.09, -0.03], [-0.13, 0.01, -0.08], [-0.10, -0.04, 0.09], [0.06, -0.05, 0.17], [-0.09, -0.05, -0.10], [-0.01, 0.17, -0.02], [-0.01, -0.11, 0.12], [0.05, -0.06, 0.00], [0.02, 0.05, 0.16], [0.07, 0.08, -0.06], [0.15, 0.27, 0.08], [0.10, -0.11, -0.25], [-0.49, -0.20, 0.05], [0.21, 0.07, 0.33]], "lowdin_charge": [0.122, 0.600, -0.675, -0.131, -0.091, -0.090, -0.089, -0.377, 1.359, -0.385, -0.097, -0.084, -0.094, -0.082, -0.132, -0.370, -0.123, -0.073, -0.092, -0.089, -0.114, 0.094, 0.101, 0.099, 0.092, 0.099, 0.105, 0.101, 0.108, 0.105, 0.089, 0.105, 0.104, 0.108, 0.106, 0.803, 0.827, -0.705, -0.101, -0.046, -0.028, -0.122, -0.028, -0.712, -0.097, -0.044, -0.025, -0.106, -0.044, 0.099, 0.114, 0.112, 0.101, 0.099, 0.114, 0.112, 0.098, -0.063, -0.351, -0.323, 0.063, -0.438, 0.316, -0.315, -0.294, -0.070, 0.077, 0.063, 0.070, 0.074, 0.105, 0.120, 0.089, 0.080, 0.071, 0.061, -0.028, -0.049, -0.018, 0.030], "lumo_ev": [-2.820, -2.833], "multiplicity": 2, "total_charge": 0}